Entry 1:
Below is a cluster of 12 separate species, C12H42BF7O12 in total in a non-equilibrium geometry, with properties calculated with ωB97M-V/def2-TZVPD.

Calculated values
relative energy (zero: lowest compared OMol25 entry of this formula, charge and spin)	12.9	kJ/mol
net charge	-2

Cartesian coordinates (Å):
C -7.094 3.825 -0.361
O -6.753 4.743 -1.526
O -6.791 4.090 0.834
C -8.580 3.595 -0.557
F -8.944 2.464 0.062
F -9.408 4.600 -0.059
F -9.015 3.566 -1.823
C -5.627 5.528 -1.286
C -4.361 4.804 -0.686
H -4.559 4.389 0.291
H -3.994 4.028 -1.321
H -3.507 5.554 -0.580
H -5.774 6.425 -0.668
H -5.368 5.922 -2.324
H -6.699 2.779 -0.716
B 2.937 -1.635 2.036
F 1.972 -1.341 1.021
F 4.181 -1.207 1.454
F 2.602 -0.731 3.139
F 3.014 -2.918 2.460
O 6.242 -3.088 1.442
H 5.653 -3.086 2.190
H 5.888 -2.368 0.863
O -6.854 3.659 3.649
H -7.117 4.544 3.786
H -6.841 3.571 2.668
O -9.765 2.897 3.247
H -9.732 3.304 2.316
H -8.860 2.642 3.590
O 3.431 -1.287 -3.111
H 2.780 -2.058 -3.103
H 3.239 -0.754 -2.353
O 5.999 -0.305 3.927
H 6.414 -0.687 3.117
H 5.094 -0.002 3.685
O 3.114 0.283 -0.967
H 2.134 0.331 -0.932
H 3.242 -0.039 -0.090
C -0.807 -2.910 0.158
C -1.437 -4.291 0.120
O -0.518 -5.310 -0.146
H -0.216 -2.887 -0.783
H -0.076 -2.701 0.996
H -1.605 -2.146 0.103
H -2.255 -4.239 -0.633
H -1.818 -4.483 1.127
H 0.305 -4.939 -0.524
C 7.187 0.166 -2.323
C 6.452 -0.684 -1.336
O 6.093 -1.928 -1.938
H 6.692 0.423 -3.258
H 8.237 -0.313 -2.498
H 7.510 1.111 -1.953
H 5.565 -0.249 -0.916
H 7.168 -0.989 -0.544
H 5.316 -1.782 -2.564
C -1.207 1.289 1.258
C -0.480 1.592 -0.034
O 0.476 0.640 -0.273
H -0.407 1.008 1.921
H -1.850 0.395 1.154
H -1.791 2.119 1.672
H -0.062 2.577 -0.069
H -1.131 1.605 -0.958
H 0.633 -0.081 0.361
C 4.084 -4.912 -1.919
C 3.517 -4.081 -0.781
O 2.215 -3.700 -1.178
H 4.978 -5.442 -1.608
H 4.267 -4.204 -2.796
H 3.224 -5.596 -2.223
H 4.129 -3.251 -0.574
H 3.379 -4.751 0.108
H 1.942 -3.090 -0.462

Entry 2:
Below is a structure of composition C41H49N8O2SiTc, with properties calculated with ωB97M-V/def2-TZVPD.

Calculated values
relative energy (zero: lowest compared OMol25 entry of this formula, charge and spin)	4.4	kJ/mol
net charge	+3
multiplicity	4

Cartesian coordinates (Å):
Tc 0.189 -1.308 -0.611
C -6.489 -0.466 1.927
C -5.011 -0.524 1.668
C -4.084 -0.509 2.692
C -2.698 -0.501 2.453
C -1.875 -0.386 3.627
N -0.774 0.280 3.754
C -0.171 1.143 2.740
C 0.634 2.283 3.349
C 1.046 3.268 2.248
N 1.536 2.551 1.071
C 2.742 2.556 0.615
C 3.195 1.773 -0.495
C 4.448 2.083 -1.046
C 4.970 1.418 -2.142
C 6.308 1.769 -2.729
C 4.188 0.400 -2.675
C 2.957 0.011 -2.134
C 2.247 -1.051 -2.801
N 1.194 -1.677 -2.400
C 0.644 -2.712 -3.305
C -0.874 -2.587 -3.535
C -1.471 -1.211 -3.249
N -1.621 -1.025 -1.801
C -2.783 -0.814 -1.322
C -3.138 -0.674 0.084
C -4.500 -0.591 0.374
C -2.196 -0.647 1.136
O -0.906 -0.828 0.958
C 2.429 0.699 -1.020
O 1.282 0.392 -0.476
H -6.723 -0.754 2.949
H -6.869 0.546 1.771
H -7.032 -1.129 1.255
H -4.433 -0.470 3.719
H -2.239 -0.846 4.541
H -0.325 0.255 4.663
H 0.459 0.521 2.107
H -0.982 1.521 2.115
H 0.044 2.833 4.084
H 1.521 1.894 3.854
H 0.184 3.853 1.925
H 1.820 3.948 2.599
H 0.840 2.002 0.552
H 3.454 3.209 1.113
H 5.019 2.892 -0.602
H 6.661 2.729 -2.359
H 7.054 1.016 -2.469
H 6.257 1.824 -3.815
H 4.550 -0.128 -3.552
H 2.666 -1.354 -3.760
H 1.172 -2.641 -4.256
H 0.881 -3.686 -2.872
H -1.073 -2.840 -4.576
H -1.412 -3.322 -2.935
H -0.838 -0.405 -3.626
H -2.446 -1.125 -3.733
H -3.622 -0.743 -2.017
H -5.199 -0.618 -0.456
C -1.557 6.500 -2.530
C -2.061 6.467 -1.091
C -0.911 6.545 -0.093
C -2.966 5.263 -0.826
N -2.254 3.982 -0.934
C -1.973 3.236 -2.008
N -1.249 2.204 -1.636
N -1.094 2.344 -0.306
N -1.688 3.404 0.121
H -1.014 7.425 -2.720
H -2.376 6.448 -3.249
H -0.864 5.678 -2.730
H -2.711 7.333 -0.936
H -0.208 5.718 -0.240
H -1.267 6.517 0.938
H -0.355 7.472 -0.231
H -3.789 5.228 -1.539
H -3.378 5.290 0.181
H -2.302 3.465 -3.007
C 4.463 -5.856 -0.989
C 3.374 -6.456 -0.371
C 2.322 -5.676 0.081
C 2.343 -4.285 -0.105
C 3.448 -3.696 -0.736
C 4.506 -4.477 -1.166
Si 0.942 -3.279 0.480
C 0.103 -3.897 1.983
C -1.288 -3.809 2.134
C -1.902 -4.293 3.277
C -1.133 -4.851 4.293
C 0.248 -4.937 4.164
C 0.863 -4.473 3.012
H 5.288 -6.467 -1.331
H 3.349 -7.529 -0.235
H 1.482 -6.151 0.575
H 3.493 -2.620 -0.863
H 5.369 -4.020 -1.632
H -0.343 -3.005 -0.654
H -1.898 -3.397 1.338
H -2.980 -4.261 3.370
H -1.614 -5.237 5.182
H 0.839 -5.383 4.951
H 1.938 -4.566 2.909